(1)
DFT (ωB97M-V with the def2-TZVPD basis set) results for C12H16N2O5 as an isolated structure.

Element x y z (Å)
C -3.8072 0.1534 0.0777
C -2.3405 0.3723 -0.0802
C -3.7826 -1.3084 -0.1122
C 0.0335 0.1372 0.8641
C 0.1666 1.8339 0.8421
C 0.6721 -0.4046 -0.4955
C 2.0893 -0.3441 -0.2398
C 2.8091 -1.3247 0.4705
C 2.9548 0.4833 -1.0698
C 4.2807 -1.4094 0.4769
C 4.3968 0.4252 -1.2279
C 5.0075 -0.4950 -0.3120
H -3.8624 1.1734 -1.6748
H -5.0854 1.5223 -0.2920
H -4.0608 0.2663 1.2828
H -3.3377 -1.7258 0.7236
H -3.3661 -1.4252 -1.0845
H -5.7410 -1.2858 -0.2950
H -2.0529 0.0100 1.9026
H 0.4536 -0.2582 1.6688
H 0.3311 0.2820 -1.2821
H 0.3418 -1.4162 -0.4401
H 2.1253 -2.0274 1.2546
H 2.4400 1.5124 -1.2873
H 4.5767 -2.1944 1.2186
H 5.0953 0.8977 -1.9337
H 6.6996 -0.3315 1.2228
H -1.0691 1.9556 -0.5682
N -4.6273 0.7902 -0.8675
N -1.3838 -0.1713 0.8632
O -1.8666 1.2526 -0.9960
O -5.0393 -1.9683 0.0483
O 0.6893 2.4844 1.7382
O 6.3922 -0.0011 -0.1201
O -0.1323 2.5393 -0.2759

Summary:
Energy relative to the best compared isomer or geometry (same formula, charge and spin)   1128.3 kJ/mol
DFT total energy   -25912.1158 eV
Total charge   0
Orbital gap   7.530 eV
HOMO energy   -8.47 eV
Lowest unoccupied orbital energy   -0.942 eV



(2)
DFT (ωB97M-V with the def2-TZVPD basis set) results for C18H50AsN3O4RuS3Si4 as an isolated structure.

Element x y z (Å)
Ru 0.0066 0.5404 0.0392
N 2.0748 1.3876 1.1101
N 1.8952 2.7299 1.4694
C 0.8079 3.4072 0.9258
O 0.7474 4.6183 0.9548
O -0.1016 2.6337 0.3940
H 2.4023 0.8373 1.8985
H 2.6985 1.2563 0.3146
H 2.7089 3.2923 1.6760
C 4.2876 1.3058 -2.7333
As 2.3684 1.4024 -2.7119
C 1.8996 3.2441 -2.3876
C 1.8168 0.9558 -4.4966
O 1.8200 0.3760 -1.5102
H 4.6911 2.0321 -3.4373
H 4.5910 0.3020 -3.0252
H 4.6680 1.5168 -1.7351
H 1.6465 3.7206 -3.3336
H 2.7414 3.7645 -1.9330
H 1.0367 3.2760 -1.7261
H 2.3153 1.6479 -5.1755
H 0.7371 1.0458 -4.5807
H 2.1294 -0.0617 -4.7211
C -0.6951 -4.4886 2.8579
Si -0.1646 -3.7687 1.2036
C 1.4060 -4.6877 0.7085
C -1.5386 -4.0909 -0.0494
Si 0.5100 -1.4986 1.3766
Si 0.9688 -0.8200 3.6083
C 2.8513 -0.8369 3.8424
C 0.2984 0.9074 3.9911
C 0.3089 -1.9522 4.9672
Si -2.2550 -0.0641 1.1039
C -3.3851 -0.5271 -0.3201
C -2.5828 -1.3394 2.4435
C -2.7052 1.6027 1.8523
H -0.9754 -5.5296 2.6688
H -1.5568 -3.9901 3.2978
H 0.1107 -4.4932 3.5897
H 1.1777 -5.7389 0.5149
H 2.1356 -4.6534 1.5195
H 1.8856 -4.2729 -0.1775
H -1.2878 -4.9715 -0.6464
H -1.7010 -3.2480 -0.7171
H -2.4719 -4.3129 0.4714
H 3.3780 -0.0122 3.3540
H 3.2749 -1.7616 3.4448
H 3.1034 -0.7845 4.9030
H 0.0348 1.5114 3.1206
H 1.0189 1.4821 4.5767
H -0.6028 0.8083 4.6001
H 0.8802 -2.8773 5.0435
H -0.7427 -2.2140 4.8629
H 0.4259 -1.4166 5.9132
H -3.3413 -1.6032 -0.4857
H -3.1746 -0.0216 -1.2581
H -4.4043 -0.2762 -0.0090
H -2.4317 -2.3563 2.0937
H -3.6374 -1.2500 2.7297
H -1.9904 -1.1749 3.3403
H -2.2839 2.4710 1.3559
H -2.4037 1.6321 2.8997
H -3.7967 1.6713 1.8156
C -1.4106 -2.4248 -3.6941
S -0.0434 -1.6134 -2.8712
C 1.0587 -3.0153 -2.7345
O -0.5357 -1.3738 -1.4670
H -1.7424 -3.2793 -3.1067
H -1.0965 -2.7330 -4.6904
H -2.2043 -1.6840 -3.7704
H 1.3673 -3.3387 -3.7279
H 0.5524 -3.8218 -2.2056
H 1.9185 -2.6669 -2.1646
S -1.1716 1.4411 -2.3569
C -1.6682 3.0540 -2.4184
N -1.5822 3.9426 -1.4593
C -2.1712 5.2522 -1.6997
C -2.2535 5.4104 -3.2159
S -2.3830 3.7122 -3.8662
H -1.0626 3.6878 -0.6080
H -1.5471 6.0162 -1.2397
H -3.1638 5.2885 -1.2446
H -1.3622 5.8820 -3.6255
H -3.1281 5.9800 -3.5171

Summary:
Energy relative to the best compared isomer or geometry (same formula, charge and spin)   83.3 kJ/mol
2S+1   6
DFT total energy   -159569.2927 eV
Total charge   +1
Orbital gap (alpha / beta)   7.099 / 6.888 eV
HOMO energy (alpha / beta)   -9.06 / -10.81 eV
Lowest unoccupied orbital energy (alpha / beta)   -1.959 / -3.919 eV



(3)
DFT (ωB97M-V with the def2-TZVPD basis set) results for one molecule with the formula C5H7NOS.

Element x y z (Å)
C -2.6609 -0.2238 -0.0954
C -1.2811 -0.1839 -0.2526
C -0.3138 -1.2106 0.1953
O 0.6580 -1.2805 -0.9418
N 1.9870 -0.9349 -0.5548
C 2.0300 0.2856 -0.1746
C 1.1777 1.4186 0.2211
S -0.4973 1.3532 -0.7199
H -3.0546 -1.1201 0.1886
H -3.2240 0.6576 -0.5404
H 0.1132 -0.9479 1.1151
H -0.7945 -2.2597 0.1429
H 3.1699 0.5509 0.1679
H 1.4594 2.4483 -0.1397
H 1.2309 1.4472 1.3884

Summary:
Energy relative to the best compared isomer or geometry (same formula, charge and spin)   467.1 kJ/mol
DFT total energy   -19666.7615 eV
Total charge   0
Orbital gap   9.250 eV
HOMO energy   -8.63 eV
Structure (SMILES)   C=C1CON=CCS1
Lowest unoccupied orbital energy   0.621 eV



(4)
DFT (ωB97M-V with the def2-TZVPD basis set) results for a 3-piece molecular cluster, C4H7N3 overall.

Element x y z (Å)
C -2.1953 0.2318 0.1590
C -0.8035 -0.2694 0.4044
N 0.2609 0.3462 0.0504
C 1.5301 -0.1874 0.3074
N 1.7053 -1.2316 1.0003
C 2.6196 0.5783 -0.3146
N 3.5160 1.1392 -0.7856
H -2.2638 1.0778 -0.5263
H -2.5757 0.5139 1.1521
H -2.8544 -0.5658 -0.2068
H -0.7519 0.3318 -1.9601
H -0.7068 -1.1641 1.0072
H -0.1673 0.6772 -1.3687
H 2.6868 -1.4780 1.0813

Summary:
Energy relative to the best compared isomer or geometry (same formula, charge and spin)   333.7 kJ/mol
DFT total energy   -8728.2209 eV
Total charge   0
Orbital gap   8.662 eV
HOMO energy   -9.50 eV
Lowest unoccupied orbital energy   -0.842 eV



(5)
DFT (ωB97M-V with the def2-TZVPD basis set) results for a 2-piece molecular cluster, C9H5BrClF3O overall.

Element x y z (Å)
C -0.2049 -0.6445 1.0952
C 0.9295 0.2037 1.0329
C -0.9752 -0.7818 -0.0406
C 1.1939 0.9691 -0.0763
C -0.7088 -0.1114 -1.1796
C 0.4415 0.7004 -1.2727
C 0.7218 0.7977 -3.9490
C 0.9300 1.2413 -2.5666
C -1.5388 2.3386 -3.3784
O 0.8990 1.4749 -4.8982
F -1.4179 3.4102 -2.5934
F -2.5843 1.6159 -2.9498
F -1.7390 2.6818 -4.6872
Cl 0.0600 -0.8558 -4.1416
Br 2.0032 2.7939 -2.5193
H -0.5070 -1.2125 1.9012
H 1.7051 0.3968 1.7870
H -1.8937 -1.4083 -0.1362
H 1.9983 1.5675 -0.2813
H -1.2614 -0.3282 -2.0046

Summary:
Energy relative to the best compared isomer or geometry (same formula, charge and spin)   38.1 kJ/mol
DFT total energy   -102175.3865 eV
Total charge   0
Orbital gap (alpha / beta)   7.775 / 7.441 eV
HOMO energy (alpha / beta)   -9.87 / -8.60 eV
Lowest unoccupied orbital energy (alpha / beta)   -2.100 / -1.161 eV



(6)
DFT (ωB97M-V with the def2-TZVPD basis set) results for one molecule with the formula C2H5N3O.

Element x y z (Å)
H 0.7516 -0.8801 -1.7244
N 0.2379 -0.6825 -0.8730
C 0.5656 0.3979 -0.2544
N 1.5757 1.2660 -0.5922
O 0.1081 0.5994 0.9659
N -0.7284 -0.6623 1.4553
C -1.8329 -0.9122 0.9243
H 2.0889 1.1118 -1.4475
H 1.8088 1.9604 0.1044
H -2.0560 -0.7433 -0.1228
H -2.5194 -1.4552 1.5644

Summary:
Energy relative to the best compared isomer or geometry (same formula, charge and spin)   373.7 kJ/mol
DFT total energy   -8669.7696 eV
Total charge   0
Orbital gap   9.674 eV
HOMO energy   -9.12 eV
Structure (SMILES)   [H]/N=C(\N)ON=C
Lowest unoccupied orbital energy   0.551 eV



Which value of energy relative to the best compared isomer or geometry (same formula, charge and spin) does entry 6 give?
373.7 kJ/mol



What is the formula in the fourth record?
C4H7N3



What did the fourth record say?
DFT (ωB97M-V with the def2-TZVPD basis set) results for a 3-piece molecular cluster, C4H7N3 overall.

Element x y z (Å)
C -2.1953 0.2318 0.1590
C -0.8035 -0.2694 0.4044
N 0.2609 0.3462 0.0504
C 1.5301 -0.1874 0.3074
N 1.7053 -1.2316 1.0003
C 2.6196 0.5783 -0.3146
N 3.5160 1.1392 -0.7856
H -2.2638 1.0778 -0.5263
H -2.5757 0.5139 1.1521
H -2.8544 -0.5658 -0.2068
H -0.7519 0.3318 -1.9601
H -0.7068 -1.1641 1.0072
H -0.1673 0.6772 -1.3687
H 2.6868 -1.4780 1.0813

Summary:
Energy relative to the best compared isomer or geometry (same formula, charge and spin)   333.7 kJ/mol
DFT total energy   -8728.2209 eV
Total charge   0
Orbital gap   8.662 eV
HOMO energy   -9.50 eV
Lowest unoccupied orbital energy   -0.842 eV